(1)
A molecular structure, C32H33AsN3O6SSr, computed with ωB97M-V/def2-TZVPD.

```
! RIJCOSX wB97M-V def2-TZVPD def2/J DEFGRID3
* xyz -1 1
Sr 0.398 -0.936 1.618
O -0.495 0.711 2.927
C -0.086 0.081 4.153
C 0.192 -1.468 4.125
N 1.343 -1.858 3.267
C 1.388 -3.273 2.818
C 0.003 -3.706 2.157
O -0.516 -4.735 2.584
O -0.431 -2.941 1.233
C 2.546 -1.008 3.149
C 3.238 -1.299 1.757
O 4.444 -1.553 1.763
O 2.462 -1.182 0.762
H -1.385 0.257 2.672
H 0.825 0.574 4.500
H -0.848 0.270 4.913
H 0.346 -1.759 5.171
H -0.696 -2.025 3.776
H 2.180 -3.390 2.076
H 1.607 -3.946 3.650
H 2.281 0.068 3.120
H 3.269 -1.152 3.955
C 4.025 1.921 1.302
C 2.885 1.600 0.362
O 1.716 1.604 0.754
N 3.292 1.377 -0.935
C 2.456 0.779 -1.981
C 2.760 -0.676 -2.269
C 4.065 -1.114 -2.461
C 4.300 -2.469 -2.600
C 3.224 -3.342 -2.574
C 1.953 -2.806 -2.438
N 1.722 -1.506 -2.296
H 3.612 2.264 2.248
H 4.667 2.697 0.882
H 4.625 1.025 1.467
H 4.275 1.169 -1.010
H 2.568 1.364 -2.899
H 1.425 0.859 -1.658
H 4.893 -0.415 -2.461
H 5.311 -2.842 -2.709
H 3.361 -4.413 -2.651
H 1.079 -3.450 -2.413
S -2.979 -0.808 2.282
C -3.825 -0.814 0.750
C -5.148 -1.295 0.737
C -5.893 -1.336 -0.424
C -5.351 -0.887 -1.624
C -4.054 -0.399 -1.634
C -3.291 -0.354 -0.470
As -1.459 0.290 -0.459
C -1.342 0.734 -2.369
C -1.063 -0.315 -3.242
C -0.992 -0.105 -4.612
C -1.201 1.166 -5.133
C -1.503 2.213 -4.275
C -1.579 1.996 -2.904
C -1.806 2.115 0.189
C -2.952 2.432 0.911
C -3.129 3.710 1.427
C -2.172 4.690 1.219
C -1.034 4.388 0.482
C -0.852 3.107 -0.020
H -5.570 -1.643 1.672
H -6.907 -1.721 -0.394
H -5.926 -0.919 -2.541
H -3.640 -0.044 -2.570
H -0.900 -1.307 -2.851
H -0.773 -0.935 -5.273
H -1.132 1.337 -6.200
H -1.692 3.204 -4.670
H -1.843 2.822 -2.256
H -3.712 1.682 1.081
H -4.021 3.931 2.002
H -2.306 5.682 1.633
H -0.283 5.147 0.300
H 0.051 2.883 -0.571
*
```

LUMO energy = 2.382 eV
HOMO energy = -4.341 eV
Kohn-Sham gap = 6.72 eV

=====

(2)
A molecular structure, C32H33AsN3O6SSr, computed with ωB97M-V/def2-TZVPD.

```
! RIJCOSX wB97M-V def2-TZVPD def2/J DEFGRID3
* xyz -1 1
Sr 0.420 -0.900 -0.216
O 0.263 0.645 3.443
C -0.553 -0.490 3.661
C -1.546 -0.749 2.531
N -0.970 -1.215 1.228
C -0.099 -2.403 1.349
C 1.323 -2.023 1.813
O 2.001 -2.816 2.445
O 1.721 -0.863 1.429
C -2.028 -1.608 0.268
C -1.433 -2.142 -1.074
O -1.523 -3.344 -1.347
O -0.891 -1.251 -1.781
H 0.945 0.378 2.830
H -1.138 -0.317 4.563
H 0.048 -1.382 3.850
H -2.103 0.162 2.343
H -2.236 -1.490 2.922
H -0.018 -2.871 0.353
H -0.514 -3.162 1.988
H -2.679 -0.765 0.037
H -2.639 -2.389 0.692
C -3.904 2.096 1.516
C -2.870 2.216 0.415
O -2.822 1.443 -0.531
N -2.018 3.265 0.559
C -0.860 3.507 -0.307
C 0.286 3.852 0.606
C 0.494 5.156 1.023
C 1.405 5.392 2.041
C 2.044 4.311 2.626
C 1.797 3.046 2.116
N 0.963 2.814 1.097
H -4.487 1.194 1.356
H -4.572 2.962 1.500
H -3.424 2.052 2.497
H -2.072 3.802 1.407
H -1.072 4.311 -1.008
H -0.647 2.603 -0.844
H -0.059 5.969 0.565
H 1.588 6.402 2.392
H 2.728 4.441 3.457
H 2.284 2.175 2.548
S 1.978 -1.735 -2.446
C 2.582 -0.681 -3.676
C 2.896 -1.115 -4.968
C 3.469 -0.241 -5.878
C 3.720 1.080 -5.525
C 3.380 1.529 -4.255
C 2.825 0.663 -3.333
As 2.202 1.038 -1.514
C 3.831 0.507 -0.484
C 4.227 1.306 0.586
C 5.257 0.931 1.436
C 5.910 -0.277 1.239
C 5.548 -1.070 0.160
C 4.530 -0.677 -0.700
C 2.738 2.940 -1.660
C 4.015 3.467 -1.499
C 4.278 4.801 -1.790
C 3.274 5.631 -2.275
C 2.013 5.101 -2.509
C 1.763 3.770 -2.212
H 2.692 -2.149 -5.235
H 3.738 -0.595 -6.870
H 4.180 1.761 -6.235
H 3.562 2.565 -3.999
H 3.724 2.239 0.756
H 5.542 1.579 2.262
H 6.693 -0.597 1.919
H 6.046 -2.019 -0.007
H 4.257 -1.309 -1.526
H 4.823 2.828 -1.183
H 5.283 5.193 -1.650
H 3.480 6.675 -2.492
H 1.232 5.725 -2.934
H 0.801 3.345 -2.457
*
```

LUMO energy = 2.154 eV
HOMO energy = -3.786 eV
Kohn-Sham gap = 5.94 eV

=====

(3)
A molecular structure, C32H33AsN3O6SSr, computed with ωB97M-V/def2-TZVPD.

```
! RIJCOSX wB97M-V def2-TZVPD def2/J DEFGRID3
* xyz -1 1
Sr -0.424 -0.862 -1.368
O -2.199 -2.294 -0.265
C -2.134 -3.555 -0.939
C -0.698 -4.076 -1.061
N 0.188 -3.193 -1.848
C -0.040 -3.298 -3.307
C -1.259 -2.511 -3.880
O -1.902 -3.035 -4.777
O -1.435 -1.357 -3.361
C 1.622 -3.244 -1.490
C 2.440 -2.009 -1.981
O 3.636 -2.151 -2.174
O 1.749 -0.944 -2.113
H -1.881 -2.462 0.661
H -2.587 -3.411 -1.922
H -2.749 -4.282 -0.399
H -0.715 -5.081 -1.511
H -0.280 -4.159 -0.054
H -0.142 -4.352 -3.597
H 0.838 -2.882 -3.805
H 2.110 -4.145 -1.881
H 1.698 -3.262 -0.398
C 1.463 3.887 -0.549
C 1.130 2.678 -1.382
O 0.782 1.622 -0.878
N 1.218 2.838 -2.722
C 0.900 1.760 -3.636
C -0.561 1.678 -3.985
C -0.988 1.678 -5.306
C -2.339 1.542 -5.574
C -3.223 1.427 -4.518
C -2.700 1.444 -3.231
N -1.410 1.566 -2.961
H 1.727 3.553 0.450
H 0.578 4.516 -0.467
H 2.273 4.477 -0.977
H 1.383 3.768 -3.069
H 1.262 0.829 -3.185
H 1.492 1.884 -4.547
H -0.264 1.758 -6.105
H -2.695 1.514 -6.596
H -4.283 1.295 -4.670
H -3.366 1.324 -2.382
S -0.730 -2.936 2.296
C -1.378 -1.810 3.480
C -2.114 -2.264 4.586
C -2.632 -1.390 5.518
C -2.430 -0.017 5.388
C -1.692 0.452 4.310
C -1.173 -0.435 3.374
As -0.197 0.130 1.799
C 1.644 -0.386 2.234
C 2.591 -0.314 1.223
C 3.901 -0.709 1.463
C 4.270 -1.155 2.722
C 3.324 -1.218 3.737
C 2.011 -0.845 3.494
C -0.064 2.047 2.198
C -1.073 2.869 1.710
C -1.097 4.222 2.009
C -0.093 4.774 2.795
C 0.922 3.963 3.275
C 0.936 2.606 2.982
H -2.271 -3.330 4.689
H -3.200 -1.785 6.352
H -2.834 0.675 6.114
H -1.520 1.518 4.214
H 2.326 0.030 0.229
H 4.616 -0.685 0.652
H 5.290 -1.470 2.911
H 3.602 -1.578 4.719
H 1.273 -0.930 4.283
H -1.862 2.459 1.084
H -1.896 4.843 1.625
H -0.105 5.830 3.030
H 1.709 4.384 3.888
H 1.730 1.979 3.374
*
```

LUMO energy = 2.268 eV
HOMO energy = -4.515 eV
Kohn-Sham gap = 6.78 eV

=====

Stability ranking, top entry: (3); the second entry is 340.7 kJ/mol less favorable.

=====

(1)
A molecular structure, C19H21N3O3S, computed with ωB97M-V/def2-TZVPD.

```
! RIJCOSX wB97M-V def2-TZVPD def2/J DEFGRID3
* xyz 0 1
C -8.469 -2.810 0.399
C -7.090 -2.126 0.763
O -6.576 -1.304 -0.364
C -5.518 -0.734 -0.216
C -4.806 -0.791 0.831
C -3.712 0.028 1.068
C -3.286 0.653 0.052
C -3.966 0.718 -1.411
C -5.166 -0.008 -1.418
H -5.654 -0.147 -2.239
H -3.683 1.405 -2.165
N -2.100 1.605 -0.194
C -1.351 1.811 0.899
O -1.732 2.022 2.195
C -0.097 2.665 0.430
H -0.321 3.729 0.706
C 0.166 2.009 -0.815
C 0.989 0.872 -0.805
O 0.758 -0.061 -1.287
N 2.274 1.251 -0.372
N 3.184 0.229 -0.502
C 4.293 0.624 0.124
C 5.418 -0.352 0.128
C 5.270 -1.771 -0.006
C 6.561 -2.306 -0.198
C 7.639 -1.619 0.444
S 7.037 -0.201 0.582
H 8.610 -1.721 0.659
H 6.624 -3.570 0.017
C 4.123 -2.534 -0.560
H 3.298 -2.213 0.035
H 4.221 -3.588 -0.875
H 3.781 -2.030 -1.553
H 4.676 1.428 0.210
H 2.530 2.096 -0.236
C -1.244 2.008 -1.284
H -1.730 2.648 -2.023
H -1.270 0.942 -1.699
H 0.561 2.971 -1.500
H 0.603 2.573 1.347
H -3.017 0.096 2.095
H -5.291 -1.041 2.123
H -6.605 -2.902 1.133
H -7.508 -1.574 1.626
H -9.049 -3.316 1.066
H -8.147 -3.548 -0.522
H -9.160 -2.182 0.021
*
```

LUMO energy = 0.054 eV
HOMO energy = -8.021 eV
Kohn-Sham gap = 8.07 eV

=====

(2)
A single C19H21N3O3S molecule, computed with ωB97M-V/def2-TZVPD.

```
! RIJCOSX wB97M-V def2-TZVPD def2/J DEFGRID3
* xyz 0 1
C -6.748 -2.336 0.389
C -5.304 -2.803 -0.124
C -4.484 -1.507 0.019
C -4.995 -0.242 0.151
C -4.049 0.976 -0.204
C -2.723 0.748 -0.260
S -1.555 2.229 -0.164
O -2.323 3.256 -0.813
O -0.978 2.246 1.188
N -0.353 1.607 -1.302
C 0.831 1.398 -0.756
C 1.828 2.433 -0.304
C 1.518 3.819 0.019
N 2.841 1.711 0.255
C 3.505 1.940 1.380
N 2.614 0.306 -0.219
C 3.653 -0.558 0.058
C 3.450 -1.777 -0.085
C 4.572 -2.840 0.145
C 5.798 -2.639 -0.102
C 6.084 -0.960 -0.408
C 4.939 -0.235 -0.283
C 1.321 0.221 -0.606
O 0.991 -0.828 -1.103
C -2.131 -0.612 -0.197
C -3.112 -1.428 -0.104
H -6.764 -1.804 1.237
H -7.189 -3.182 0.354
H -7.186 -1.785 -0.526
H -5.087 -3.225 -0.934
H -4.863 -3.404 0.847
H -6.068 0.143 -0.023
H -4.427 1.834 -0.050
H -0.815 1.057 -2.006
H 0.584 4.251 -0.504
H 1.369 3.874 1.209
H 2.297 4.406 -0.012
H 4.403 1.518 1.582
H 3.959 3.023 1.120
H 2.850 1.978 2.494
H 2.417 -2.386 0.324
H 4.311 -3.861 0.381
H 6.562 -3.197 -0.217
H 7.066 -0.689 -0.641
H 5.250 0.794 -0.573
H -1.087 -0.929 -0.382
H -2.774 -2.540 -0.247
*
```

LUMO energy = 0.278 eV
SMILES = CCc1ccc(S(=O)(=O)Nc2c(C)n(C)n(-c3ccccc3)c2=O)cc1
HOMO energy = -8.034 eV
Kohn-Sham gap = 8.31 eV

=====

Stability ranking, top entry: (2); the second entry is 272.8 kJ/mol less favorable.

=====

(1)
3 unconnected molecules or ions with the total composition C6H16O2, computed with ωB97M-V/def2-TZVPD.

```
! RIJCOSX wB97M-V def2-TZVPD def2/J DEFGRID3
* xyz 0 1
C 1.036 -0.475 -0.075
C -0.267 -0.135 -0.162
C -0.868 0.457 -1.383
C 0.127 0.805 -2.588
C -1.181 -0.156 0.942
C -0.751 0.441 2.314
H 1.732 -0.441 -0.910
H 1.554 -0.545 0.885
H -1.249 1.424 -1.096
H -1.551 -0.208 -1.939
H 0.900 1.416 -2.018
H -0.415 1.324 -3.275
H 0.683 -0.204 -2.944
H -1.601 -1.256 0.963
H -2.238 0.117 0.812
H -1.485 0.146 3.222
H -0.740 1.570 2.428
H 0.153 -0.181 2.650
O 2.107 1.822 0.131
H 1.181 2.164 0.158
H 2.949 2.166 0.397
O -0.398 -3.525 0.419
H 0.302 -3.087 -0.171
H 0.019 -3.637 1.240
*
```

LUMO energy = 0.601 eV
SMILES = C=C(CC)CC.O.O
HOMO energy = -8.698 eV
Kohn-Sham gap = 9.30 eV

=====

(2)
2 unconnected molecules or ions with the total composition C6H16O2, computed with ωB97M-V/def2-TZVPD.

```
! RIJCOSX wB97M-V def2-TZVPD def2/J DEFGRID3
* xyz 0 1
C 0.902 -0.741 1.308
C 0.692 -2.269 1.599
C 1.395 -2.789 2.910
O 1.427 -4.213 3.046
H 1.993 -0.591 1.257
H 0.492 -0.079 2.089
H 0.461 -0.456 0.338
H -0.388 -2.485 1.487
H 1.230 -2.815 0.801
H 2.446 -2.442 2.911
H 0.949 -2.511 3.884
H 0.542 -4.463 3.385
C -0.036 1.351 -1.215
C -1.192 1.665 -2.200
C -1.386 3.158 -2.377
O -1.970 3.367 -3.623
H 0.042 2.004 -0.330
H 0.915 1.400 -1.773
H -0.191 0.313 -0.875
H -1.020 1.231 -3.204
H -2.109 1.204 -1.786
H -1.915 3.513 -1.471
H -0.435 3.718 -2.453
H -2.844 2.932 -3.707
*
```

LUMO energy = 0.843 eV
SMILES = CCCO.CCCO
HOMO energy = -10.075 eV
Kohn-Sham gap = 10.92 eV

=====

Stability ranking, top entry: (2); the second entry is 190.7 kJ/mol less favorable.

=====

(1)
A gas-phase ion, C4H10N4O (charge +2), computed with ωB97M-V/def2-TZVPD.

```
! RIJCOSX wB97M-V def2-TZVPD def2/J DEFGRID3
* xyz 2 1
C -1.813 -1.534 -0.190
N -0.642 -0.634 -0.428
C -0.024 0.104 0.778
N 0.896 1.081 0.181
C 2.202 0.880 0.019
N 2.924 1.897 -0.192
N 2.699 -0.394 0.148
C 3.803 -0.992 -0.004
O 4.724 -1.623 -0.190
H -1.567 -2.390 -0.761
H -2.058 -1.678 0.888
H -2.754 -1.020 -0.370
H -0.687 0.069 -1.162
H 0.110 -1.248 -0.728
H 0.545 -0.630 1.289
H -0.885 0.661 1.236
H 0.577 2.070 0.122
H 3.731 1.796 -0.766
H 2.444 2.790 -0.114
*
```

LUMO energy = -7.975 eV
SMILES = C[NH2+]CNC(=[NH2+])N=C=O
HOMO energy = -19.950 eV
Kohn-Sham gap = 11.97 eV

=====

(2)
2 unconnected molecules or ions with the total composition C4H10N4O, computed with ωB97M-V/def2-TZVPD.

```
! RIJCOSX wB97M-V def2-TZVPD def2/J DEFGRID3
* xyz 2 1
C -1.475 2.763 -1.034
C -0.700 1.957 -1.487
C 0.127 -0.238 1.110
C -0.385 -2.378 0.294
N 0.548 0.317 0.047
N -0.831 -1.327 0.970
N 0.591 0.113 2.319
N 0.063 1.025 -2.248
O 0.861 -2.378 -0.090
H -1.854 3.535 -0.428
H -0.988 -3.172 0.033
H 1.107 1.088 0.189
H -1.823 -1.239 1.303
H 1.443 0.787 2.392
H 0.093 -0.229 3.190
H -0.505 0.633 -3.081
H 0.106 0.437 -1.255
H 0.865 1.522 -2.660
H 1.193 -3.187 -0.434
*
```

LUMO energy = -8.456 eV
HOMO energy = -17.581 eV
Kohn-Sham gap = 9.12 eV

=====

Stability ranking, top entry: (1); the second entry is 287.1 kJ/mol less favorable.

=====

(1)
2 unconnected molecules or ions with the total composition C4H3N3Si, computed with ωB97M-V/def2-TZVPD.

```
! RIJCOSX wB97M-V def2-TZVPD def2/J DEFGRID3
* xyz 0 1
C 0.414 1.099 2.197
Si -0.121 0.380 0.639
C -0.924 1.523 -0.560
N -1.294 2.264 -1.356
C -0.746 -1.358 0.464
N -1.129 -2.419 0.452
H 1.120 0.709 2.905
H 0.584 2.082 2.307
C 0.783 -1.367 -2.460
N 0.182 -0.575 -1.890
H 1.131 -2.339 -2.700
*
```

LUMO energy (alpha / beta) = -1.082 / -1.081 eV
SMILES = C=[Si](C#N)C#N.C#N
HOMO energy (alpha / beta) = -9.263 / -9.261 eV
Kohn-Sham gap (alpha / beta) = 8.18 / 8.18 eV

=====

(2)
2 unconnected molecules or ions with the total composition C4H3N3Si, computed with ωB97M-V/def2-TZVPD.

```
! RIJCOSX wB97M-V def2-TZVPD def2/J DEFGRID3
* xyz 0 1
C 1.738 -1.343 1.273
Si 0.098 -1.078 0.606
C -0.728 -0.966 -1.091
N -1.233 -0.863 -2.102
C -1.370 -0.907 1.771
N -2.227 -0.828 2.545
H 1.718 -1.225 2.316
H 2.721 -1.154 0.697
C -3.564 2.531 -0.118
N -2.477 2.397 -0.384
H -4.616 2.846 0.204
*
```

LUMO energy (alpha / beta) = -1.248 / -1.247 eV
SMILES = C=[Si](C#N)C#N.C#N
HOMO energy (alpha / beta) = -9.623 / -9.622 eV
Kohn-Sham gap (alpha / beta) = 8.38 / 8.37 eV

=====

Stability ranking, top entry: (2); the second entry is 12.5 kJ/mol less favorable.

=====

(1)
A single C5H6ClN molecule, computed with ωB97M-V/def2-TZVPD.

```
! RIJCOSX wB97M-V def2-TZVPD def2/J DEFGRID3
* xyz 0 1
Cl 1.402 -0.901 2.010
C 0.780 0.332 0.867
C -0.820 0.238 0.648
C -1.002 -1.102 -0.175
C 0.138 -1.231 -0.968
C 0.787 0.125 -0.669
N -0.319 1.244 -0.548
H 1.151 1.389 1.081
H -1.542 0.903 1.284
H -1.937 -1.739 -0.014
H 0.051 -1.819 -2.132
H 1.667 0.429 -1.375
H -0.354 2.132 -0.011
*
```

LUMO energy = 0.495 eV
SMILES = Cl[C@@H]1[C@@H]2C=C[C@H]1N2
HOMO energy = -8.859 eV
Kohn-Sham gap = 9.35 eV

=====

(2)
A single C5H6ClN molecule, computed with ωB97M-V/def2-TZVPD.

```
! RIJCOSX wB97M-V def2-TZVPD def2/J DEFGRID3
* xyz 0 1
C -1.682 0.110 -0.710
C -0.433 0.128 -1.086
C 0.650 -0.066 -0.095
C 0.247 -0.362 1.364
Cl 1.683 -1.454 -0.653
C 1.535 1.028 -0.130
N 2.199 1.910 -0.489
H -2.491 0.101 -1.406
H -2.028 -0.110 0.328
H -0.141 0.125 -2.154
H -0.287 0.533 1.789
H -0.392 -1.363 1.396
H 1.139 -0.580 1.845
*
```

LUMO energy = 0.568 eV
SMILES = C=C[C@@](C)(Cl)C#N
HOMO energy = -10.800 eV
Kohn-Sham gap = 11.37 eV

=====

Stability ranking, top entry: (2); the second entry is 364.8 kJ/mol less favorable.